[1]
This record from the Open Molecules 2025 dataset describes the molecule C22H22N2O3 at a distorted geometry. The level of theory is the ωB97M-V functional and the def2-TZVPD basis.

SMILES: C#CCN(CCCN1C(=O)c2ccccc2C1=O)Cc1ccccc1OC
LUMO: -0.45 eV
total charge: 0
orbital gap: 7.269 eV
HOMO energy: -7.7 eV

Each line ends with the natural charge from an NBO analysis.
Cartesian coordinates (Å):
O: 3.41 -0.09 -0.79  -0.582
O: -0.37 -1.19 -3.04  -0.566
C: 1.91 -3.76 3.79  -0.252
C: 0.84 -3.34 3.46  -0.035
O: -2.81 0.38 2.55  -0.516
C: 2.47 -0.11 -1.62  0.672
C: 0.70 -0.60 -2.76  0.666
C: -1.78 2.76 -0.24  -0.188
C: 1.72 3.45 -3.31  -0.205
C: 0.59 2.97 -4.11  -0.196
C: -0.45 2.52 -0.30  -0.238
C: -2.56 2.07 0.71  -0.320
C: 2.52 2.56 -2.58  -0.179
C: 0.26 1.61 -4.00  -0.156
C: 0.14 1.51 0.57  -0.196
C: -2.07 1.03 1.50  0.381
C: 2.09 1.17 -2.42  -0.071
C: 0.95 0.79 -3.09  -0.143
C: -0.69 0.70 1.40  -0.100
N: 1.57 -1.14 -1.81  -0.457
N: -0.33 -1.82 1.94  -0.475
C: -4.14 0.77 2.66  -0.256
C: -0.42 -2.96 2.83  -0.291
C: 0.00 -0.33 2.28  -0.228
C: 1.52 -2.48 -1.20  -0.208
C: -0.28 -2.24 0.48  -0.208
C: 1.24 -2.44 0.23  -0.438
H: 2.92 -4.11 4.12  0.246
H: -2.17 3.57 -0.81  0.215
H: 1.95 4.46 -3.40  0.219
H: -0.12 3.61 -4.68  0.231
H: 0.18 3.20 -0.86  0.218
H: -3.63 2.23 0.74  0.219
H: 3.48 2.92 -2.06  0.242
H: -0.56 1.27 -4.67  0.238
H: 1.17 1.12 0.63  0.226
H: -4.52 0.33 1.80  0.179
H: -4.34 1.85 2.79  0.174
H: -4.69 0.31 3.55  0.195
H: -1.05 -2.66 3.64  0.218
H: -0.88 -3.85 2.37  0.227
H: 1.07 -0.37 2.12  0.198
H: -0.10 -0.03 3.32  0.228
H: 2.58 -2.73 -1.17  0.218
H: 0.98 -3.27 -1.78  0.237
H: -0.93 -3.21 0.31  0.201
H: -0.66 -1.45 -0.20  0.209
H: 1.42 -3.39 0.63  0.223
H: 1.85 -1.60 0.47  0.225



[2]
This record from the Open Molecules 2025 dataset describes a structure of composition C48H40F3N3O2PtSb at a distorted geometry. The level of theory is the ωB97M-V functional and the def2-TZVPD basis.

LUMO: 2.41 eV
total charge: -1
orbital gap: 7.153 eV
HOMO energy: -4.7 eV

Each line ends with the Löwdin charge.
Cartesian coordinates (Å):
Pt: 1.02 -1.47 0.33  1.035
C: 0.94 -3.24 4.36  -0.036
C: 1.10 -1.76 4.45  -0.211
C: 1.69 -1.20 5.58  -0.057
C: 1.94 0.16 5.66  -0.094
C: 1.62 0.98 4.59  -0.059
C: 1.02 0.46 3.45  -0.206
C: 0.72 1.36 2.29  -0.047
C: 0.74 -0.91 3.39  -0.221
N: 0.16 -1.44 2.20  -0.043
C: -1.01 -2.11 2.35  -0.505
O: -1.71 -2.15 3.36  0.015
C: -1.45 -2.84 1.10  -0.184
C: -2.44 -3.81 1.04  0.012
C: -2.60 -4.49 -0.16  -0.049
C: -1.79 -4.23 -1.26  0.014
C: -0.84 -3.22 -1.13  -0.186
N: -0.76 -2.55 0.00  -0.022
C: 0.14 -2.75 -2.19  -0.513
O: 0.19 -3.35 -3.26  0.043
N: 0.78 -1.61 -1.83  -0.031
C: 1.12 -0.75 -2.90  -0.201
C: 2.37 -0.14 -2.99  -0.227
C: 3.44 -0.48 -2.02  -0.056
C: 2.63 0.79 -4.00  -0.073
C: 1.66 1.14 -4.91  -0.103
C: 0.41 0.56 -4.81  -0.065
C: 0.11 -0.37 -3.82  -0.199
C: -1.28 -0.92 -3.78  -0.050
H: 1.60 -3.73 5.07  0.075
H: 1.19 -3.60 3.36  0.076
H: -0.09 -3.54 4.57  0.077
H: 1.97 -1.86 6.39  0.103
H: 2.40 0.58 6.55  0.093
H: 1.83 2.04 4.64  0.103
H: 1.19 2.34 2.43  0.082
H: -0.35 1.52 2.18  0.043
H: 1.10 0.93 1.35  0.030
H: -3.03 -4.03 1.92  0.117
H: -3.36 -5.26 -0.24  0.104
H: -1.86 -4.78 -2.18  0.117
H: 3.74 -1.53 -2.12  0.090
H: 3.09 -0.36 -0.99  0.027
H: 4.32 0.14 -2.17  0.082
H: 3.61 1.24 -4.04  0.104
H: 1.87 1.87 -5.69  0.093
H: -0.37 0.84 -5.51  0.103
H: -1.97 -0.22 -4.27  0.060
H: -1.64 -1.07 -2.76  0.046
H: -1.34 -1.88 -4.29  0.086
F: -4.45 3.31 4.74  0.040
C: -3.89 2.79 3.63  -0.281
C: -3.44 1.48 3.65  0.004
C: -2.86 0.97 2.50  -0.128
C: -2.74 1.74 1.34  -0.404
C: -3.20 3.05 1.37  -0.106
C: -3.78 3.59 2.51  -0.014
Sb: -1.87 0.82 -0.40  1.560
C: -0.87 2.50 -1.25  -0.369
C: 0.52 2.40 -1.33  -0.125
C: 1.29 3.42 -1.86  -0.001
C: 0.63 4.54 -2.33  -0.277
F: 1.37 5.56 -2.86  0.042
C: -0.74 4.67 -2.30  -0.013
C: -1.48 3.64 -1.76  -0.131
C: -3.71 1.05 -1.51  -0.378
C: -3.70 1.42 -2.85  -0.142
C: -4.88 1.52 -3.58  -0.011
C: -6.07 1.23 -2.94  -0.287
F: -7.23 1.33 -3.64  0.038
C: -6.12 0.85 -1.62  -0.017
C: -4.93 0.76 -0.91  -0.118
H: -3.52 0.89 4.55  0.122
H: -2.50 -0.05 2.53  0.076
H: -3.11 3.68 0.49  0.087
H: -4.14 4.61 2.54  0.113
H: 1.02 1.50 -0.99  0.073
H: 2.36 3.35 -1.94  0.121
H: -1.21 5.57 -2.69  0.113
H: -2.56 3.72 -1.75  0.091
H: -2.77 1.64 -3.35  0.090
H: -4.89 1.82 -4.62  0.116
H: -7.07 0.63 -1.16  0.114
H: -4.97 0.48 0.13  0.098
C: 2.86 -1.87 1.30  -0.256
C: 4.23 -1.57 0.82  -0.340
C: 4.99 -2.51 0.13  -0.075
C: 6.28 -2.23 -0.31  -0.106
C: 6.84 -0.98 -0.06  -0.120
C: 6.10 -0.03 0.64  -0.105
C: 4.82 -0.32 1.07  -0.068
H: 2.79 -1.43 2.30  0.040
H: 2.76 -2.96 1.39  0.043
H: 4.56 -3.48 -0.08  0.109
H: 6.84 -2.98 -0.85  0.093
H: 7.84 -0.75 -0.40  0.088
H: 6.53 0.94 0.84  0.094
H: 4.25 0.42 1.61  0.111



[3]
This record from the Open Molecules 2025 dataset describes a structure of composition C5H6O. The level of theory is the ωB97M-V functional and the def2-TZVPD basis.

LUMO: 0.64 eV
total charge: 0
orbital gap: 8.520 eV
HOMO energy: -7.9 eV

Each line ends with the natural charge from an NBO analysis.
Cartesian coordinates (Å):
C: -1.07 0.41 -0.53  -0.307
C: -0.42 1.58 -0.47  -0.142
C: 0.85 1.10 0.22  -0.539
C: 0.23 -0.14 0.81  0.235
C: -0.16 -1.19 -0.45  -0.137
O: 0.75 -1.40 0.65  -0.475
H: -2.09 0.07 -0.65  0.224
H: 1.24 1.78 0.98  0.244
H: 1.66 0.87 -0.48  0.236
H: -0.37 -0.02 1.71  0.220
H: 0.37 -1.18 -1.40  0.221
H: -1.00 -1.88 -0.38  0.219



[4]
This record from the Open Molecules 2025 dataset describes a structure of composition C17H15AgF6IN2O2PSbSe2Te2. The level of theory is the ωB97M-V functional and the def2-TZVPD basis.

LUMO (spin up / spin down): 3.51 / 2.57 eV
2S+1: 2
total charge: -2
orbital gap (spin up / spin down): 5.820 / 4.809 eV
HOMO energy (spin up / spin down): -2.3 / -2.2 eV

Each line ends with the natural charge from an NBO analysis.
Cartesian coordinates (Å):
Ag: 0.67 -0.46 1.41  0.833
Se: 0.02 1.69 3.41  -0.773
Te: -1.30 0.40 5.06  0.004
Te: 0.10 -1.94 5.03  0.118
Se: -0.04 -2.55 2.68  -0.239
O: 3.55 0.54 -1.67  -0.724
C: 2.45 0.20 -1.24  0.793
O: 2.18 -0.64 -0.32  -0.832
C: 1.20 0.84 -1.90  -0.848
P: -0.02 1.19 -0.57  0.774
C: -0.98 2.65 -1.21  -0.195
C: -1.56 3.51 -0.27  -0.245
C: -2.35 4.57 -0.68  -0.208
C: -2.57 4.80 -2.03  -0.238
C: -2.00 3.95 -2.97  -0.222
C: -1.22 2.88 -2.56  -0.240
C: -1.45 0.03 -0.81  -0.209
C: -1.73 -0.65 -1.99  -0.238
C: -2.79 -1.54 -2.06  -0.182
C: -3.60 -1.74 -0.95  -0.221
C: -3.35 -1.05 0.22  -0.217
C: -2.28 -0.17 0.29  -0.254
H: 0.83 0.10 -2.61  0.245
H: 1.47 1.75 -2.42  0.231
H: -1.37 3.34 0.78  0.235
H: -2.80 5.22 0.06  0.200
H: -3.19 5.63 -2.35  0.195
H: -2.17 4.12 -4.03  0.198
H: -0.79 2.22 -3.30  0.215
H: -1.09 -0.54 -2.85  0.210
H: -2.96 -2.10 -2.97  0.212
H: -4.42 -2.46 -1.00  0.198
H: -3.97 -1.21 1.10  0.203
H: -2.09 0.37 1.22  0.229
I: 6.67 -1.70 3.93  0.122
C: 4.82 -0.88 3.61  -0.314
C: 4.21 0.08 4.39  -0.081
N: 3.01 0.31 3.81  -0.337
N: 2.82 -0.42 2.73  -0.273
C: 3.90 -1.16 2.57  -0.056
H: 4.53 0.58 5.28  0.215
H: 2.26 0.96 4.07  0.449
H: 3.98 -1.84 1.74  0.251
F: -0.08 -2.71 -0.37  -0.702
Sb: 0.51 -4.11 -1.51  3.185
F: -0.61 -3.43 -2.89  -0.702
F: 1.93 -3.16 -2.30  -0.678
F: 0.96 -5.62 -2.57  -0.702
F: 1.65 -4.70 -0.13  -0.690
F: -0.94 -5.13 -0.85  -0.698



[5]
This record from the Open Molecules 2025 dataset describes a structure of composition C45H36F12NO2PtSSbTe at a distorted geometry. The level of theory is the ωB97M-V functional and the def2-TZVPD basis.

LUMO: 3.91 eV
total charge: -2
orbital gap: 4.344 eV
HOMO energy: -0.4 eV

Each line ends with the Löwdin charge.
Cartesian coordinates (Å):
Pt: 0.18 -1.04 0.15  0.915
C: 6.21 -4.25 2.04  -0.070
C: 4.84 -3.64 2.08  -0.285
C: 3.78 -4.24 2.76  -0.056
C: 2.52 -3.69 2.70  -0.017
C: 2.22 -2.51 1.98  -0.227
N: 0.94 -2.11 1.89  -0.009
C: 0.07 -2.19 2.92  -0.234
C: 0.56 -2.02 4.24  -0.028
C: -0.23 -2.12 5.35  -0.061
C: -1.59 -2.38 5.23  -0.282
C: -2.48 -2.52 6.43  -0.069
C: -2.10 -2.50 3.95  -0.006
C: -1.33 -2.39 2.80  -0.050
C: -2.07 -2.54 1.45  -0.391
O: -1.37 -2.55 0.31  -0.454
C: -2.89 -3.88 1.53  -0.538
F: -4.11 -3.77 2.12  0.120
F: -3.15 -4.42 0.34  0.087
F: -2.25 -4.83 2.22  0.144
C: -3.11 -1.38 1.32  -0.551
F: -2.47 -0.22 1.11  0.120
F: -3.94 -1.14 2.36  0.125
F: -3.93 -1.57 0.27  0.093
C: 3.32 -1.89 1.31  -0.058
C: 4.57 -2.48 1.36  -0.003
C: 3.13 -0.70 0.36  -0.381
O: 2.03 0.07 0.44  -0.293
C: 3.19 -1.36 -1.06  -0.543
F: 4.45 -1.63 -1.50  0.134
F: 2.64 -0.61 -2.02  0.072
F: 2.54 -2.53 -1.10  0.148
C: 4.27 0.35 0.50  -0.525
F: 4.29 0.86 1.73  0.159
F: 4.06 1.38 -0.35  0.143
F: 5.56 0.00 0.25  0.111
H: 6.38 -4.89 2.90  0.064
H: 6.98 -3.48 2.03  0.069
H: 6.33 -4.85 1.14  0.075
H: 3.95 -5.16 3.31  0.103
H: 1.70 -4.19 3.19  0.117
H: 1.62 -1.82 4.34  0.113
H: 0.22 -1.99 6.33  0.101
H: -1.91 -2.82 7.31  0.064
H: -3.25 -3.26 6.24  0.071
H: -2.98 -1.57 6.65  0.073
H: -3.16 -2.70 3.87  0.114
H: 5.39 -2.05 0.81  0.111
C: 3.00 1.85 -3.58  -0.071
C: 1.78 2.49 -4.15  -0.316
C: 1.85 3.05 -5.42  -0.070
C: 0.76 3.64 -6.02  -0.104
C: -0.45 3.65 -5.34  -0.095
C: -0.54 3.08 -4.08  -0.115
C: 0.56 2.51 -3.45  -0.257
Sb: 0.23 1.35 -1.57  1.641
C: 1.10 2.83 -0.25  -0.327
C: 2.03 3.74 -0.73  -0.139
C: 2.70 4.59 0.12  -0.100
C: 2.44 4.54 1.48  -0.101
C: 1.49 3.66 1.96  -0.053
C: 0.81 2.80 1.11  -0.319
C: -0.23 1.88 1.66  -0.068
C: -1.84 2.04 -1.41  -0.333
C: -2.76 1.01 -1.61  -0.166
C: -4.12 1.22 -1.54  -0.071
C: -4.60 2.48 -1.26  -0.089
C: -3.70 3.52 -1.07  -0.073
C: -2.33 3.32 -1.14  -0.320
C: -1.42 4.49 -0.93  -0.051
H: 3.91 2.36 -3.90  0.083
H: 3.06 0.81 -3.92  0.086
H: 2.97 1.84 -2.50  0.028
H: 2.80 3.01 -5.95  0.104
H: 0.84 4.07 -7.01  0.093
H: -1.32 4.11 -5.79  0.097
H: -1.49 3.07 -3.58  0.085
H: 2.23 3.79 -1.79  0.084
H: 3.44 5.28 -0.27  0.093
H: 2.97 5.19 2.16  0.090
H: 1.28 3.63 3.02  0.104
H: -0.33 2.00 2.74  0.085
H: 0.03 0.84 1.44  0.018
H: -1.20 2.08 1.20  0.070
H: -2.39 0.01 -1.82  -0.028
H: -4.80 0.39 -1.69  0.101
H: -5.67 2.67 -1.20  0.094
H: -4.07 4.52 -0.88  0.096
H: -1.98 5.42 -1.04  0.072
H: -0.60 4.49 -1.66  0.062
H: -0.98 4.47 0.06  0.076
Te: -2.32 -2.69 -2.19  0.789
C: -3.91 -2.14 -3.46  -1.062
C: -5.25 -2.18 -3.19  -0.314
C: -6.07 -1.69 -4.21  -0.257
C: -5.37 -1.28 -5.30  -0.490
S: -3.67 -1.47 -5.05  0.836
H: -5.62 -2.56 -2.25  0.082
H: -7.15 -1.66 -4.15  0.078
H: -5.73 -0.87 -6.23  0.028



[6]
This record from the Open Molecules 2025 dataset describes a structure of composition C11H19O2Yb at a distorted geometry. The level of theory is the ωB97M-V functional and the def2-TZVPD basis.

LUMO (spin up / spin down): -7.97 / -8.93 eV
2S+1: 2
total charge: +2
orbital gap (spin up / spin down): 8.452 / 7.491 eV
HOMO energy (spin up / spin down): -16.4 / -16.4 eV

Each line ends with the natural charge from an NBO analysis.
Cartesian coordinates (Å):
C: -0.81 -2.84 -2.29  -0.376
C: -1.84 -1.99 -2.21  -0.410
H: -0.64 -3.67 -1.60  0.208
H: -0.07 -2.70 -3.07  0.207
H: -1.97 -1.20 -2.95  0.213
H: -2.59 -2.04 -1.41  0.210
Yb: 0.56 0.37 -0.08  2.235
C: 2.54 0.64 -1.68  -0.358
C: 1.46 0.19 -2.48  -0.367
C: 0.88 2.25 -1.62  -0.427
C: 2.18 1.90 -1.12  -0.420
H: 1.41 -0.76 -3.04  0.276
H: -0.34 1.30 -3.25  0.284
H: 0.30 3.14 -1.38  0.270
C: 0.49 1.22 -2.53  -0.328
H: 2.79 2.52 -0.46  0.283
H: 3.52 0.16 -1.57  0.286
C: -1.06 2.83 1.44  -0.264
O: -0.49 1.50 1.55  -0.661
C: -1.09 0.69 2.60  -0.100
C: -0.22 -0.55 2.81  -0.100
O: -0.07 -1.20 1.51  -0.663
C: 0.38 -2.59 1.51  -0.269
H: -0.31 3.45 0.96  0.221
H: -1.29 3.22 2.45  0.231
H: -1.99 2.80 0.86  0.216
H: -1.17 1.30 3.51  0.248
H: -2.11 0.40 2.28  0.221
H: 0.78 -0.28 3.17  0.211
H: -0.70 -1.25 3.51  0.253
H: 1.48 -2.62 1.44  0.205
H: 0.07 -3.08 2.45  0.234
H: -0.08 -3.10 0.66  0.230



[7]
This record from the Open Molecules 2025 dataset describes a structure of composition C44H56BBrClN2O5PS2Ta. The level of theory is the ωB97M-V functional and the def2-TZVPD basis.

LUMO (spin up / spin down): 0.48 / 0.48 eV
2S+1: 2
total charge: 0
orbital gap (spin up / spin down): 7.130 / 7.653 eV
HOMO energy (spin up / spin down): -6.6 / -7.2 eV

Each line ends with the Mulliken spin population.
Cartesian coordinates (Å):
Ta: 0.49 -1.06 0.50  1.107
N: 0.52 -3.11 -2.00  0.022
C: 0.38 -2.07 -3.02  0.011
C: 0.28 -2.50 -4.33  0.002
C: 0.32 -1.61 -5.39  0.000
C: 0.55 -0.28 -5.10  0.001
C: 0.62 0.17 -3.79  0.004
C: 1.07 1.53 -3.50  -0.001
C: 0.92 2.04 -2.29  0.011
C: 0.10 1.25 -1.31  0.012
N: 0.35 -0.21 -1.40  -0.029
C: 0.42 -0.70 -2.68  -0.010
H: 1.52 -3.24 -1.80  -0.003
H: 0.21 -4.00 -2.40  -0.001
H: 0.20 -3.57 -4.52  0.000
H: 0.23 -1.96 -6.40  0.000
H: 0.69 0.44 -5.90  0.000
H: 1.58 2.07 -4.29  0.000
H: 1.29 3.02 -2.01  0.001
H: 0.35 1.57 -0.29  0.009
C: 7.51 1.23 3.49  0.000
C: 7.33 1.37 1.97  0.000
C: 7.31 2.86 1.59  0.000
C: 8.54 0.72 1.29  0.000
C: 6.02 0.71 1.55  0.005
C: 4.82 1.19 2.08  -0.004
C: 3.63 0.61 1.71  -0.013
Br: 2.00 1.27 2.42  0.009
C: 3.57 -0.47 0.83  0.018
O: 2.39 -1.01 0.52  -0.024
C: 4.76 -0.96 0.27  -0.001
C: 5.95 -0.35 0.66  -0.002
C: 4.73 -2.11 -0.74  0.003
C: 3.93 -1.69 -1.98  -0.007
C: 4.11 -3.37 -0.10  -0.018
C: 6.13 -2.49 -1.21  0.001
H: 8.45 1.70 3.80  0.000
H: 7.53 0.18 3.78  0.000
H: 6.70 1.71 4.03  0.000
H: 8.24 3.33 1.88  0.000
H: 6.49 3.38 2.09  0.000
H: 7.18 2.98 0.52  0.000
H: 9.45 1.22 1.62  0.000
H: 8.49 0.81 0.20  0.000
H: 8.63 -0.34 1.54  0.000
H: 4.81 2.02 2.77  0.000
H: 6.87 -0.73 0.24  -0.001
H: 2.92 -1.36 -1.73  0.018
H: 3.86 -2.52 -2.68  0.000
H: 4.42 -0.86 -2.49  0.000
H: 3.08 -3.22 0.22  0.025
H: 4.69 -3.68 0.77  -0.001
H: 4.13 -4.19 -0.82  0.000
H: 6.64 -1.66 -1.71  0.000
H: 6.06 -3.31 -1.93  0.000
H: 6.76 -2.84 -0.39  0.000
C: -2.48 0.13 6.21  0.001
C: -1.79 0.66 4.97  0.000
O: -0.85 -0.32 4.47  -0.001
P: -1.18 -1.16 3.18  0.039
S: 0.28 -2.40 2.71  -0.010
S: -1.51 0.04 1.58  -0.016
O: -2.53 -1.89 3.59  0.002
C: -3.13 -2.84 2.67  0.004
C: -2.93 -4.25 3.17  -0.001
H: -3.15 0.89 6.61  0.000
H: -1.74 -0.12 6.97  0.000
H: -3.06 -0.75 5.97  0.000
H: -1.20 1.55 5.18  0.000
H: -2.51 0.91 4.19  0.000
H: -2.70 -2.70 1.67  0.001
H: -4.19 -2.57 2.62  -0.001
H: -1.87 -4.48 3.21  0.000
H: -3.40 -4.95 2.49  0.000
H: -3.36 -4.37 4.17  0.000
C: -5.95 -5.66 0.75  0.000
C: -5.06 -6.57 -0.11  0.000
C: -5.18 -8.00 0.41  0.000
C: -5.56 -6.54 -1.56  0.000
C: -3.62 -6.05 -0.06  -0.001
C: -2.56 -6.82 0.40  0.000
C: -1.25 -6.33 0.47  -0.002
C: -1.02 -5.04 0.07  0.014
O: 0.14 -4.34 0.07  0.016
B: -0.18 -3.01 -0.51  -0.207
O: -1.64 -3.00 -0.71  0.012
C: -2.08 -4.25 -0.40  0.002
C: -3.36 -4.73 -0.48  -0.001
H: -6.99 -6.00 0.70  0.000
H: -5.92 -4.63 0.42  0.000
H: -5.64 -5.70 1.80  0.000
H: -6.22 -8.31 0.36  0.000
H: -4.86 -8.08 1.45  0.000
H: -4.59 -8.69 -0.19  0.000
H: -6.59 -6.90 -1.61  0.000
H: -4.93 -7.17 -2.19  0.000
H: -5.54 -5.53 -1.97  0.000
H: -2.74 -7.83 0.74  0.000
H: -0.44 -6.94 0.85  0.000
H: -4.15 -4.09 -0.85  0.000
Cl: -2.14 3.31 -4.02  0.000
C: -2.01 3.89 -2.38  0.001
C: -2.24 5.24 -2.16  0.000
C: -2.16 5.75 -0.88  0.001
C: -1.87 4.90 0.18  -0.001
C: -1.65 3.55 -0.06  0.002
C: -1.71 3.01 -1.34  0.002
C: -1.40 1.55 -1.53  -0.007
H: -2.47 5.88 -3.00  0.000
H: -2.34 6.80 -0.71  0.000
H: -1.81 5.29 1.19  0.000
H: -1.42 2.89 0.77  -0.001
H: -1.99 0.95 -0.84  0.006
H: -1.67 1.23 -2.54  0.000



In the order shown, the computed energy values come out to -1186.57161; -2827.13944; -269.10591; -7881.47987; -4165.82754; -1739.06968; -6450.06344 Eh.